The following is a DFT calculation (ωB97M-V/def2-TZVPD) of a cluster of 2 separate species, C6H5NOS2 in total at a distorted geometry.

Each line ends with the Mulliken charge.
Geometry (Å):
C  -1.479  -0.641  0.756  -0.3112
C  -1.184  0.731  0.806  -0.3461
C  -1.083  -1.398  -0.342  -0.6307
C  -0.293  1.250  -0.136  -0.3986
C  -0.176  -0.912  -1.264  -0.3269
C  0.233  0.517  -1.184  0.2617
N  3.351  0.143  -0.085  -0.2629
O  1.935  -0.207  2.058  -0.4657
S  1.258  1.104  -2.344  -0.0220
S  2.277  0.492  0.837  0.6816
H  -2.225  -0.946  1.481  0.3790
H  -1.508  1.372  1.605  0.3765
H  -1.329  -2.452  -0.159  0.2884
H  -0.115  2.349  -0.044  0.2707
H  0.339  -1.402  -1.986  0.5061

Atomic forces in eV per Å
C -1.220 2.661 -0.071
C 1.008 -1.593 -0.611
C 0.909 -1.050 1.283
C -0.655 2.150 0.416
C -0.554 3.935 2.245
C -2.562 -3.254 1.115
N 1.322 -0.608 -0.984
O -0.111 -0.333 0.304
S 1.206 0.877 -1.386
S -0.660 0.831 1.076
H 0.312 -0.705 -0.064
H -0.254 0.026 0.174
H 0.179 0.208 -1.158
H 0.196 -1.018 -0.308
H 0.883 -2.129 -2.032

LUMO (alpha / beta)	-0.03 / -2.84	eV
spin multiplicity	3
HOMO (alpha / beta)	-8.658 / -8.521	eV
energy	-1157.82509	Eh
<S²>	2.0148

---

The following is a DFT calculation (ωB97M-V/def2-TZVPD) of an isolated molecule of C6H5NS at a distorted geometry.

Each line ends with the Mulliken charge.
Geometry (Å):
C  2.135  0.219  -1.597  0.3492
C  1.284  0.721  0.874  -0.4789
C  1.480  0.545  -0.449  -0.1791
C  0.070  0.114  1.316  -0.4049
C  -0.571  -0.476  0.148  0.3661
C  -1.870  -0.264  -0.524  -0.8149
N  2.463  -0.227  -2.598  -0.4310
S  0.071  -1.798  1.077  -0.1299
H  2.022  1.258  1.413  0.4404
H  -0.517  0.304  2.243  0.4598
H  -2.655  -1.005  -0.537  0.3236
H  -1.735  0.079  -1.600  0.2356
H  -2.177  0.530  0.234  0.2639

Atomic forces in eV per Å
C -1.009 0.827 1.770
C 1.604 0.762 -2.522
C -2.003 -0.958 1.673
C -1.401 -1.118 1.327
C 1.438 -1.543 -0.808
C 0.096 2.231 0.229
N 1.040 -0.632 -1.999
S -0.254 0.744 -0.132
H 0.445 0.267 1.144
H 0.648 0.340 -0.723
H 0.333 -0.773 0.302
H -0.217 0.076 1.535
H -0.719 -0.222 -1.796

LUMO (alpha / beta)	-0.71 / -0.56	eV
HOMO (alpha / beta)	-7.925 / -8.538	eV
energy relative to the best compared isomer or geometry (same formula, charge and spin)	450.8	kJ/mol
energy	-684.35965	Eh

---

The following is a DFT calculation (ωB97M-V/def2-TZVPD) of a structure of composition C6H5O6Pd at a distorted geometry.

Each line ends with the Mulliken charge.
Geometry (Å):
O  0.144  2.970  -3.805  0.0825
C  0.233  2.275  -2.902  0.4705
Pd  0.374  0.933  -1.256  -0.1160
O  0.044  2.454  1.489  0.0173
C  0.139  1.995  0.440  0.4188
C  -0.318  -1.295  -1.321  0.2531
O  -0.184  -2.395  -0.818  -0.2789
C  2.246  0.387  -1.050  0.3984
O  3.272  -0.084  -0.852  0.0469
C  -1.270  -0.298  -0.909  0.2914
O  -2.395  -0.233  -0.518  -0.1234
H  0.300  -0.770  -2.241  0.5574
C  -0.602  -0.861  2.586  -0.4116
O  0.392  -0.917  1.571  -0.0862
H  -1.590  -0.610  2.173  0.3704
H  -0.303  -0.066  3.289  0.3171
H  -0.670  -1.814  3.130  0.3754
H  0.187  -1.671  0.993  0.4168

Atomic forces in eV per Å
O 0.253 -2.619 3.446
C 0.284 2.815 -3.585
Pd -0.256 1.654 -1.076
O 0.326 -1.859 -4.234
C -0.331 3.493 5.581
C 0.364 -3.100 -2.276
O 0.588 2.344 -0.396
C 6.023 -1.948 0.598
O -3.943 1.894 -0.748
C -5.508 -0.282 2.588
O 2.861 0.065 -1.430
H -0.544 -1.701 0.431
C 2.491 1.661 0.872
O -1.514 0.350 1.576
H -0.693 -0.471 -0.419
H -0.115 -0.210 -0.343
H -0.401 -0.874 -0.207
H 0.116 -1.213 -0.378

LUMO (alpha / beta)	-14.86 / -18.25	eV
spin multiplicity	5
total charge	+3
HOMO (alpha / beta)	-22.824 / -24.753	eV
energy relative to the best compared isomer or geometry (same formula, charge and spin)	0.0	kJ/mol
energy	-809.33278	Eh
<S²>	6.0290

---

The following is a DFT calculation (ωB97M-V/def2-TZVPD) of the ion C6H5O7S with charge -1 at a distorted geometry.

Each line ends with the Mulliken charge.
Geometry (Å):
O  -0.849  -3.323  -0.027  -0.5880
C  -0.570  -2.174  0.087  0.2603
O  0.741  -1.887  0.496  -0.5288
C  0.794  -0.467  0.705  0.3830
C  1.624  0.058  -0.405  0.3246
O  1.978  -0.820  -1.395  -0.6341
C  2.048  1.336  -0.405  -0.5909
O  1.677  2.276  0.566  -0.6576
C  -0.611  0.091  0.507  0.3526
O  -0.819  1.377  0.845  -0.6797
S  -1.903  2.222  -0.353  0.0764
O  -3.225  1.502  -0.317  -0.6500
C  -1.380  -0.929  0.053  0.4260
O  -2.666  -1.108  -0.292  -0.7016
H  1.267  -0.331  1.746  0.2468
H  1.536  -1.652  -1.028  0.3653
H  2.723  1.718  -1.076  0.5347
H  0.600  2.105  0.758  0.4995
H  -2.966  0.006  -0.464  0.5616

Atomic forces in eV per Å
O -0.744 -0.519 -0.674
C 0.667 0.206 1.213
O -1.159 0.758 0.167
C 0.393 -0.262 1.112
C 1.941 2.329 -0.368
O -1.064 -1.186 0.916
C -1.765 -0.897 2.071
O -3.106 -1.160 0.089
C 0.358 -1.733 0.686
O -0.715 -0.200 -0.536
S 1.468 1.097 -0.251
O -1.095 -1.569 0.238
C -0.084 -0.798 0.181
O -0.106 3.936 -0.619
H -0.838 0.262 -1.513
H 1.073 0.875 -1.022
H 1.414 0.677 -1.737
H 3.485 0.471 -0.502
H -0.122 -2.287 0.548

LUMO	3.39	eV
total charge	-1
HOMO	-4.061	eV
energy relative to the best compared isomer or geometry (same formula, charge and spin)	144.6	kJ/mol
energy	-1156.49439	Eh

---

The following is a DFT calculation (ωB97M-V/def2-TZVPD) of an isolated molecule of C6H5P at a distorted geometry.

Each line ends with the Mulliken charge.
Geometry (Å):
C  1.227  -0.247  0.615  -0.0935
C  1.284  0.881  -0.206  -0.4319
C  0.196  1.018  -1.042  0.1401
P  -0.580  0.401  -2.363  -0.1003
C  -1.217  0.435  -0.608  -0.3567
C  -1.242  -0.627  0.412  -0.5262
C  -0.002  -1.015  0.805  -0.3623
H  2.240  -0.597  0.987  0.2760
H  2.144  1.563  -0.257  0.3565
H  -2.043  1.152  -0.353  0.3409
H  -2.119  -0.866  0.843  0.5133
H  0.112  -2.097  1.169  0.2441

Atomic forces in eV per Å
C 0.812 0.514 -0.942
C 1.072 -0.527 1.776
C -2.232 -1.251 -0.366
P -0.157 0.112 -0.114
C -1.370 1.543 1.568
C 4.468 2.297 -3.143
C 1.327 -2.793 0.362
H -1.684 0.281 -0.003
H -0.223 -0.575 0.043
H 0.842 -0.143 -0.834
H -2.809 -1.413 1.209
H -0.046 1.956 0.444

LUMO	-0.10	eV
HOMO	-7.742	eV
energy relative to the best compared isomer or geometry (same formula, charge and spin)	0.0	kJ/mol
energy	-572.83967	Eh

---

The following is a DFT calculation (ωB97M-V/def2-TZVPD) of an isolated molecule of C6H6.

Each line ends with the Mulliken charge.
Geometry (Å):
C  -1.701  -1.424  -1.135  0.1776
C  -1.081  -0.698  -0.408  -0.8340
C  -0.248  0.143  0.466  0.5288
C  -0.041  1.548  -0.125  -1.2933
C  1.033  -0.555  0.668  -0.8336
C  2.057  -1.168  0.782  0.1769
H  -2.278  -2.051  -1.778  0.4281
H  -0.748  0.236  1.439  0.2002
H  0.455  1.477  -1.097  0.3265
H  -1.007  2.042  -0.259  0.3477
H  0.582  2.147  0.545  0.3480
H  2.977  -1.697  0.902  0.4273

Atomic forces in eV per Å
C -0.068 0.166 0.062
C -0.173 -0.173 -0.143
C 0.033 -0.099 -0.013
C 0.012 0.085 -0.041
C 0.133 -0.086 0.055
C 0.082 0.096 0.085
H 0.117 0.094 0.108
H 0.076 -0.023 -0.159
H -0.075 0.007 0.148
H 0.146 -0.071 0.028
H -0.102 -0.087 -0.096
H -0.182 0.089 -0.034

LUMO	1.04	eV
HOMO	-10.005	eV
energy relative to the best compared isomer or geometry (same formula, charge and spin)	370.3	kJ/mol
energy	-232.08530	Eh

---

The following is a DFT calculation (ωB97M-V/def2-TZVPD) of a structure of composition C6H6 at a distorted geometry.

Each line ends with the Mulliken charge.
Geometry (Å):
C  -0.579  -0.864  0.789  0.2372
C  -1.442  0.242  0.311  -0.6714
C  -0.486  0.356  1.644  -0.6794
C  0.452  0.981  0.747  0.0048
C  0.132  -0.024  -0.226  0.1590
C  0.568  -0.282  -1.624  -1.2824
H  -0.713  -1.903  0.974  0.5115
H  -0.822  0.569  2.637  0.4204
H  0.857  1.974  0.686  0.3751
H  -0.160  -0.913  -2.128  0.3101
H  1.533  -0.790  -1.637  0.3100
H  0.659  0.653  -2.172  0.3048

Atomic forces in eV per Å
C 0.288 1.113 -0.100
C 0.705 0.575 0.065
C 0.634 -0.093 0.773
C -2.232 -1.391 -0.382
C 0.985 -0.255 -0.249
C -0.045 -0.001 0.116
H -0.206 -0.302 -0.059
H -0.149 0.045 0.135
H 0.048 0.322 -0.104
H -0.029 -0.016 -0.064
H 0.014 -0.014 -0.040
H -0.014 0.017 -0.090

LUMO	0.65	eV
HOMO	-9.118	eV
energy relative to the best compared isomer or geometry (same formula, charge and spin)	543.5	kJ/mol
energy	-232.01931	Eh

---

The following is a DFT calculation (ωB97M-V/def2-TZVPD) of an isolated molecule of C6H6.

Each line ends with the Mulliken charge.
Geometry (Å):
C  0.100  -1.100  -1.147  -1.1348
C  -0.044  -0.050  -0.079  0.5190
C  -0.007  1.277  -0.420  -0.3451
C  -0.385  2.331  0.474  -0.6792
C  -0.146  -0.526  1.264  -0.2707
C  -0.084  -1.052  2.349  0.0755
H  -0.757  -1.781  -1.091  0.3064
H  0.107  -0.619  -2.129  0.3508
H  1.010  -1.700  -1.032  0.3012
H  0.331  1.435  -1.448  0.2801
H  -0.118  3.271  -0.062  0.1879
H  -0.009  -1.488  3.322  0.4088

Atomic forces in eV per Å
C -0.007 0.029 -0.048
C 0.084 0.006 -0.021
C -0.025 0.034 0.271
C 0.485 -0.269 -0.451
C -0.003 -0.200 0.362
C -0.026 0.241 -0.436
H 0.162 0.057 0.023
H 0.029 -0.149 0.129
H -0.153 0.110 0.109
H -0.283 0.171 -0.027
H -0.175 -0.140 0.265
H -0.090 0.110 -0.178

LUMO (alpha / beta)	-1.19 / -1.19	eV
HOMO (alpha / beta)	-8.328 / -8.222	eV
energy relative to the best compared isomer or geometry (same formula, charge and spin)	592.6	kJ/mol
energy	-232.00060	Eh